Entry from the OMol25 dataset: an isolated molecule of C5H4N2O (ωB97M-V with the def2-TZVPD basis set).

The geometry in XYZ format:
```
12
Properties=species:S:1:pos:R:3:mulliken_charge:R:1
C 1.268 -0.088 0.046 0.3385
C 0.423 1.095 -0.007 -0.1957
C -0.862 1.133 -0.006 -0.3734
C -1.640 -0.204 -0.014 0.5544
C -0.746 -1.315 0.002 -0.1400
H 3.046 -0.902 0.234 0.3037
H 0.890 2.088 -0.115 0.3263
H -1.468 2.030 0.002 0.3917
H -1.154 -2.325 0.000 0.4144
N 2.551 0.001 -0.061 -0.6087
N 0.571 -1.360 -0.065 -0.4688
O -2.878 -0.151 -0.016 -0.5423
```

Its charge is 0. The calculation puts the maximum force at 5.34 eV/A. The calculation puts the total energy at -377.6062 hartree. As for the SMILES: [H]/N=C1/C=CC(=O)C=N1. The value obtained for the energy above the lowest of the compared OMol25 structures with the same formula, charge and spin is 1.5754 eV. Its gap between HOMO and LUMO is 0.301 Eh.


Entry from the OMol25 dataset: a structure of composition C5H4N2O (ωB97M-V with the def2-TZVPD basis set).

The geometry in XYZ format:
```
12
Properties=species:S:1:pos:R:3:mulliken_charge:R:1
C -0.020 -1.076 0.395 0.3738
C 0.950 0.936 0.582 -0.2551
C 0.326 0.094 -0.290 0.5333
C -0.157 0.473 -1.548 -0.3364
C -0.788 0.913 -2.586 -0.4434
H -0.612 -2.670 -0.773 0.2979
H 0.676 0.703 2.732 0.2807
H 0.990 2.009 0.485 0.3841
H -1.983 1.283 -3.214 0.3110
N -0.626 -2.138 0.372 -0.5850
N 1.070 0.292 1.946 -0.2600
O 0.174 -0.819 1.900 -0.3010
```

Its charge is 0. The calculation puts the maximum force at 7.96 eV/A. The calculation puts the total energy at -377.3890 hartree. The value obtained for the energy above the lowest of the compared OMol25 structures with the same formula, charge and spin is 7.4838 eV. Its gap between HOMO and LUMO is 0.300 Eh.


Entry from the OMol25 dataset: an isolated molecule of C5H4N2O (ωB97M-V with the def2-TZVPD basis set).

The geometry in XYZ format:
```
12
Properties=species:S:1:pos:R:3:mulliken_charge:R:1
C 0.963 0.326 1.110 0.6730
C 0.475 1.287 -0.832 -0.0122
C -0.855 0.528 -0.782 -0.4316
C -0.889 -0.733 -0.277 -0.0856
C 0.092 -1.514 0.420 -0.0797
H 0.498 2.065 -1.588 0.3624
H -1.760 0.989 -1.134 0.3908
H -1.852 -1.308 -0.524 0.2339
H -0.030 -2.607 0.515 0.3571
N 1.381 1.075 0.008 -0.4676
N 1.173 -1.024 0.970 -0.4377
O 0.804 0.916 2.115 -0.5028
```

Its charge is 0. The calculation puts the maximum force at 3.81 eV/A. The calculation puts the total energy at -377.6102 hartree. As for the SMILES: O=c1nccccn1. The value obtained for the energy above the lowest of the compared OMol25 structures with the same formula, charge and spin is 1.4665 eV. Its gap between HOMO and LUMO is 0.336 Eh.